Record 1
Below is 5 unconnected molecules or ions with the total composition C32H73F5N5O10, with properties calculated with the ωB97M-V functional and the def2-TZVPD basis.

The geometry in ORCA input format:
```
! RIJCOSX wB97M-V def2-TZVPD def2/J DEFGRID3
* xyz 1 1
C 3.0589 6.0061 2.7220
C 1.8087 6.3781 1.8941
C 1.3406 5.2566 0.9964
F 2.3704 4.7953 0.2420
N 0.8381 4.0460 1.8243
C 1.3444 2.7195 1.2358
C 0.8403 1.4929 1.9682
O 1.2117 1.5560 3.3424
C 2.3694 0.9430 3.7163
O 2.8423 1.1148 4.7879
C -0.6675 4.0547 2.0359
F -0.8937 3.2873 3.0883
F -1.1959 3.5077 0.9475
C -1.3561 5.4157 2.2960
F -2.6568 5.1350 2.3628
F -0.9284 5.8640 3.4896
H 3.9161 6.6077 2.4192
H 2.8910 6.1713 3.7892
H 3.3619 4.9590 2.5922
H 0.9958 6.6725 2.5582
H 1.9984 7.2310 1.2347
H 0.5367 5.5240 0.3024
H 1.2631 4.1222 2.7580
H 1.1069 2.6778 0.1724
H 2.4304 2.7711 1.3408
H 1.2681 0.6146 1.4694
H -0.2430 1.3875 1.9457
H 2.7872 0.2637 2.9512
H -1.1759 6.1667 1.5231
C 6.0328 0.7036 -4.5437
O 4.6813 0.5991 -4.9422
C 4.2012 -0.7347 -5.0655
C 3.1110 -1.0035 -4.0564
N 3.6428 -1.0053 -2.7009
C 2.6475 -1.0521 -1.6462
C 1.6492 0.0954 -1.5459
O 2.2311 1.3454 -1.1785
C 2.7609 2.1020 -2.2623
H 6.3129 1.7518 -4.6307
H 6.1922 0.3779 -3.5086
H 6.6866 0.1117 -5.1907
H 5.0206 -1.4497 -4.9484
H 3.7849 -0.8543 -6.0696
H 2.6691 -1.9821 -4.2634
H 2.3294 -0.2440 -4.2059
H 4.2388 -0.1972 -2.5740
H 3.1748 -1.1241 -0.6904
H 2.0696 -1.9763 -1.7571
H 0.9360 -0.1558 -0.7538
H 1.0702 0.2239 -2.4662
H 2.1781 1.9475 -3.1724
H 3.8028 1.8532 -2.4683
H 2.7098 3.1553 -1.9826
C -0.5354 -2.7090 6.5201
O -1.1620 -1.4480 6.6367
C -0.5930 -0.4194 5.8473
C -1.5236 0.0128 4.7356
N -1.6413 -0.9973 3.6952
C -2.6472 -0.7108 2.6782
C -4.1050 -0.5993 3.1087
O -4.6649 -1.8170 3.5452
C -4.4904 -2.1194 4.9167
H -0.9729 -3.3540 7.2789
H -0.6932 -3.1666 5.5366
H 0.5417 -2.6350 6.6991
H 0.3737 -0.7374 5.4411
H -0.4140 0.4383 6.5019
H -1.1139 0.9201 4.2761
H -2.4843 0.2836 5.1944
H -1.8368 -1.8958 4.1200
H -2.5864 -1.4944 1.9193
H -2.3762 0.2324 2.1848
H -4.6792 -0.2965 2.2286
H -4.2487 0.1765 3.8726
H -4.4991 -1.2129 5.5295
H -3.5599 -2.6617 5.1101
H -5.3222 -2.7541 5.2178
C -8.3526 0.5842 0.4338
O -8.1914 1.7790 1.1711
C -7.0985 1.7821 2.0739
C -6.0558 2.7929 1.6499
N -5.4143 2.3963 0.4053
C -4.5189 3.3886 -0.1684
C -5.0944 4.7357 -0.5919
O -5.9612 4.6648 -1.6986
C -7.3212 4.4032 -1.3978
H -9.2974 0.6635 -0.0997
H -7.5481 0.4293 -0.2946
H -8.3930 -0.2879 1.0934
H -6.6580 0.7818 2.1408
H -7.4747 2.0565 3.0633
H -5.2933 2.8599 2.4346
H -6.5507 3.7722 1.5889
H -6.1272 2.1531 -0.2719
H -4.0509 2.9402 -1.0495
H -3.7224 3.5754 0.5597
H -4.2550 5.3648 -0.9080
H -5.5855 5.2510 0.2440
H -7.6121 4.8568 -0.4458
H -7.5395 3.3327 -1.3546
H -7.9191 4.8429 -2.1942
C 3.4500 -4.2571 -5.9782
O 3.7724 -4.4043 -4.6105
C 2.7248 -4.9181 -3.7987
C 3.0200 -6.3245 -3.3283
N 2.9875 -7.2671 -4.4323
C 3.3900 -8.6275 -4.0973
C 4.8140 -8.8524 -3.6054
O 5.8048 -8.6182 -4.5863
C 6.2603 -7.2862 -4.6934
H 4.2579 -3.6892 -6.4379
H 3.3691 -5.2195 -6.4933
H 2.5117 -3.7074 -6.1103
H 1.7761 -4.8907 -4.3453
H 2.6394 -4.2661 -2.9231
H 2.2526 -6.6115 -2.6015
H 3.9820 -6.3030 -2.7961
H 3.5701 -6.9228 -5.1849
H 3.2445 -9.2437 -4.9872
H 2.7038 -9.0077 -3.3327
H 4.9033 -9.9063 -3.3316
H 5.0358 -8.2644 -2.7055
H 6.2622 -6.7847 -3.7203
H 5.6591 -6.6912 -5.3886
H 7.2814 -7.3199 -5.0717
*
```

As for the molar mass: 782.95 g mol⁻¹.

Here are the Löwdin charges for atoms 1 to 8, given in e: -0.05 -0.14 -0.26 0.06 0.12 -0.04 -0.15 -0.04

=====

Record 2
Below is 4 unconnected molecules or ions with the total composition C32H73FN5O9, with properties calculated with the ωB97M-V functional and the def2-TZVPD basis.

The geometry in ORCA input format:
```
! RIJCOSX wB97M-V def2-TZVPD def2/J DEFGRID3
* xyz 1 1
C 5.9328 0.2323 -0.7133
C 6.0325 -0.3064 -2.1168
O 5.4614 0.2085 -3.0578
O 6.8432 -1.3966 -2.2935
C 6.2615 -2.6331 -1.8633
C 5.3485 -3.2084 -2.9403
C 4.2970 -4.1999 -2.3948
C 2.9110 -3.8252 -2.9101
C 1.8181 -4.8060 -2.4907
C 0.4341 -4.3387 -2.9549
C -0.3204 -3.5393 -1.9047
C -1.6471 -3.0663 -2.4726
N -2.1479 -1.9835 -1.5543
C -3.4062 -1.2663 -2.0114
C -4.1545 -1.8712 -3.1758
F -3.4868 -1.6048 -4.3604
C -2.2134 -2.4051 -0.1189
O -1.5891 -1.3301 0.5537
C -1.5461 -3.7463 0.2367
N -0.6525 -4.3638 -0.7534
H 5.2689 1.0866 -0.7418
H 5.5478 -0.5273 -0.0381
H 6.9071 0.5368 -0.3415
H 7.0852 -3.3175 -1.6826
H 5.7364 -2.4872 -0.9183
H 4.8638 -2.3855 -3.4614
H 5.9803 -3.7123 -3.6677
H 4.5651 -5.1993 -2.7299
H 4.2919 -4.1781 -1.3051
H 2.9334 -3.7668 -3.9965
H 2.6687 -2.8448 -2.4909
H 2.0388 -5.7726 -2.9434
H 1.8589 -4.9754 -1.4145
H 0.5781 -3.6961 -3.8255
H -0.1920 -5.1761 -3.2579
H 0.2745 -2.6632 -1.5973
H -2.3440 -3.8944 -2.5018
H -1.4674 -2.6092 -3.4412
H -1.4123 -1.2790 -1.5833
H -4.1036 -1.1376 -1.1905
H -3.1047 -0.2672 -2.3165
H -5.1279 -1.3801 -3.2115
H -4.3560 -2.9374 -3.0847
H -3.2434 -2.4489 0.2232
H -2.1239 -1.0817 1.3141
H -1.0009 -3.5493 1.1580
H -2.3231 -4.4620 0.5036
H 0.1802 -4.6826 -0.2853
C -1.3490 -2.0216 -6.7726
O -0.8537 -3.1830 -6.1201
C -1.8247 -4.2198 -6.0099
C -1.4671 -5.4063 -6.8782
N -1.6051 -5.0852 -8.2895
C -1.0785 -6.1017 -9.1993
C 0.4170 -6.3958 -9.1602
O 1.2296 -5.3321 -9.6141
C 1.5719 -4.3606 -8.6456
H -0.5905 -1.2438 -6.7051
H -1.5542 -2.2163 -7.8289
H -2.2621 -1.6722 -6.2921
H -2.8242 -3.8459 -6.2510
H -1.8315 -4.5538 -4.9685
H -2.1394 -6.2353 -6.6361
H -0.4447 -5.7133 -6.6142
H -1.1331 -4.2106 -8.4764
H -1.3242 -5.7801 -10.2132
H -1.6217 -7.0355 -9.0242
H 0.5995 -7.2220 -9.8512
H 0.7532 -6.7372 -8.1731
H 1.6560 -4.7963 -7.6457
H 0.8494 -3.5389 -8.6244
H 2.5389 -3.9444 -8.9264
C -1.6405 3.8741 5.2150
O -1.6768 2.9496 6.2845
C -2.9581 2.8008 6.8867
C -3.5293 1.4272 6.6117
N -3.8831 1.2721 5.2046
C -4.2266 -0.0893 4.8142
C -3.1487 -1.1632 4.9177
O -2.0704 -0.9980 4.0063
C -1.0274 -0.1361 4.4459
H -0.5953 4.0251 4.9481
H -2.1722 3.5010 4.3313
H -2.0671 4.8353 5.5120
H -3.6420 3.5857 6.5534
H -2.8238 2.9097 7.9657
H -4.4260 1.2859 7.2208
H -2.7814 0.6911 6.9357
H -3.1089 1.5892 4.6366
H -4.5556 -0.0512 3.7710
H -5.0901 -0.4107 5.4040
H -3.6136 -2.1173 4.6543
H -2.7653 -1.2776 5.9364
H -0.9102 -0.1654 5.5300
H -1.1965 0.8951 4.1271
H -0.1016 -0.4808 3.9846
C 1.9225 11.4614 5.6757
O 1.5287 10.4650 4.7510
C 2.4841 9.4309 4.5586
C 1.9842 8.1167 5.1191
N 1.9343 8.1446 6.5745
C 1.2552 7.0042 7.1812
C -0.2295 6.8141 6.8894
O -1.0651 7.8107 7.4423
C -1.2280 8.9807 6.6598
H 1.1907 12.2650 5.6192
H 1.9434 11.0826 6.7032
H 2.9067 11.8671 5.4256
H 3.4496 9.7002 4.9953
H 2.6238 9.3172 3.4797
H 2.6609 7.3163 4.8043
H 0.9995 7.9232 4.6706
H 1.4700 8.9925 6.8711
H 1.3657 7.1031 8.2635
H 1.7864 6.0915 6.8914
H -0.5342 5.8779 7.3668
H -0.4339 6.6971 5.8176
H -1.1749 8.7645 5.5896
H -0.4847 9.7412 6.9122
H -2.2124 9.3902 6.8855
*
```

As for the molar mass: 690.96 g mol⁻¹.

Here are the Löwdin charges for atoms 1 to 8, given in e: 0.02 -0.51 0.12 -0.03 -0.18 -0.16 -0.19 -0.22

=====

Record 3
Below is a molecular structure, C32H75Cl2Li6N5O16, with properties calculated with the ωB97M-V functional and the def2-TZVPD basis.

The geometry in ORCA input format:
```
! RIJCOSX wB97M-V def2-TZVPD def2/J DEFGRID3
* xyz 0 1
Li 3.5877 2.8599 -0.1660
Li 2.8464 -0.9492 1.5323
Li 2.8298 -3.5541 -0.0832
Li -2.0877 -1.5889 -0.3040
Li 5.8849 -1.1989 2.1750
Li 1.5181 0.5357 -0.2545
Cl 1.4231 2.2708 -1.8852
Cl 4.6573 -2.9121 1.1588
C 0.4053 -1.6664 0.0016
O -0.3059 -2.7101 -0.0707
O -0.1396 -0.5835 0.0393
O 1.6598 -1.7378 0.0783
C 3.9392 1.2323 1.6051
O 4.3373 2.3446 1.6984
O 4.3295 0.2219 2.2349
O 3.1303 0.8493 0.7304
C -3.8993 -6.1626 -1.5975
O -3.8478 -5.2401 -0.5428
C -2.6622 -5.1244 0.2242
C -2.9177 -3.9899 1.2499
N -3.7801 -2.8807 0.6766
C -3.8138 -1.7821 1.6183
C -4.2246 -0.4690 0.9040
O -3.0935 0.0243 0.2327
C -3.0022 1.4708 0.1770
H -3.6262 -7.1562 -1.2421
H -3.1943 -5.8376 -2.3627
H -4.8636 -6.2713 -2.0938
H -1.7602 -4.9808 -0.3707
H -2.4609 -6.0919 0.6840
H -1.9429 -3.7665 1.6834
H -3.3854 -4.5770 2.0403
H -4.6093 -3.3400 0.3278
H -2.7564 -1.6668 1.8565
H -4.3540 -2.1469 2.4920
H -4.6384 0.3123 1.5414
H -4.9235 -0.5501 0.0715
H -3.8315 1.8245 -0.4356
H -2.1132 1.7410 -0.3930
H -3.0402 2.0445 1.1030
C -0.6361 -6.3038 4.4761
O 0.0588 -6.6716 3.3204
C 0.6020 -5.6615 2.5286
C 1.4127 -6.2692 1.3837
N 1.5909 -5.3154 0.2808
C 1.9959 -6.0436 -0.9094
C 1.7538 -5.0377 -2.1268
O 2.6174 -3.9272 -2.0713
C 2.4815 -2.9795 -3.1128
H -1.2241 -7.2135 4.5975
H -1.2072 -5.3770 4.4204
H 0.1384 -6.1468 5.2268
H 1.0834 -4.8607 3.0899
H -0.2406 -5.1565 2.0562
H 0.8715 -7.1292 0.9894
H 2.3104 -6.7504 1.7719
H 0.7080 -4.8534 0.1160
H 1.4176 -6.9502 -1.0879
H 3.0366 -6.3657 -0.8730
H 0.7069 -4.7456 -2.2092
H 1.9879 -5.6170 -3.0200
H 1.8729 -2.1509 -2.7506
H 2.1647 -3.4272 -4.0548
H 3.4508 -2.5833 -3.4154
C -0.0192 2.0269 -7.2140
O 0.9925 1.0145 -7.2211
C 1.7667 0.9654 -5.9965
C 1.1361 -0.1161 -5.1438
N -0.1297 0.3198 -4.4983
C -0.6400 -0.6939 -3.5682
C -2.0815 -0.3960 -3.0570
O -2.6083 -1.4725 -2.2416
C -2.5771 -2.7589 -2.7619
H -0.7289 1.9602 -6.3894
H -0.7983 1.8759 -7.9613
H 0.3286 3.0474 -7.3745
H 1.9285 1.9050 -5.4681
H 2.7948 0.6608 -6.1924
H 1.8970 -0.5606 -4.5022
H 0.8914 -0.9687 -5.7773
H -0.0358 1.1515 -3.9330
H -0.0899 -0.6477 -2.6283
H -0.4483 -1.6807 -3.9895
H -2.7176 -0.3758 -3.9420
H -2.2289 0.5777 -2.5897
H -3.3193 -3.3429 -2.2176
H -1.6259 -3.1848 -2.4424
H -2.6382 -2.8611 -3.8454
C -0.1663 4.0243 1.5082
O -0.7821 5.3416 1.4226
C -0.6465 5.7584 0.0916
C -1.6458 6.9668 -0.1811
N -1.4853 7.1986 -1.6170
C -2.2779 8.1853 -2.2790
C -2.2411 8.1470 -3.7740
O -1.9028 6.8689 -4.2886
C -1.9531 6.6136 -5.7204
H 0.9067 4.0257 1.3167
H -0.7187 3.3822 0.8222
H -0.3749 3.5065 2.4444
H -0.9829 4.9257 -0.5261
H 0.3806 6.0104 -0.1724
H -1.3009 7.8161 0.4086
H -2.6249 6.7265 0.2330
H -1.3269 6.3440 -2.1315
H -2.2772 9.2246 -1.9507
H -3.2902 7.8765 -2.0184
H -1.4939 8.8997 -4.0255
H -3.2841 8.3921 -3.9747
H -1.1754 5.8677 -5.8842
H -1.5537 7.5041 -6.2059
H -2.9253 6.3013 -6.1016
C 0.0020 -0.0139 3.2829
O 1.0622 -0.3221 4.2309
C 1.1732 0.3885 5.4098
C 2.0432 1.5861 5.3292
N 3.4593 1.1920 5.1208
C 4.3322 2.3983 4.9682
C 4.8891 2.7633 6.3235
O 3.9163 3.1727 7.2844
C 3.3526 4.4905 7.1789
H -0.8907 0.1104 3.8959
H -0.2290 -0.8769 2.6584
H 0.1714 0.8709 2.6692
H 1.6426 -0.3213 6.0909
H 0.2026 0.6355 5.8401
H 1.8844 2.0915 6.2818
H 1.7486 2.2348 4.5042
H 3.5809 0.6645 4.2681
H 3.7478 3.2028 4.5217
H 5.1043 2.1391 4.2438
H 5.6381 3.5470 6.2100
H 5.4139 1.9207 6.7738
H 4.0533 5.3193 7.2788
H 2.6822 4.5924 8.0323
H 2.8847 4.6011 6.2007
*
```

As for the molar mass: 898.52 g mol⁻¹.

Here are the Löwdin charges for atoms 1 to 8, given in e: 0.71 0.62 0.53 0.61 0.69 0.51 -0.37 -0.35

=====

Respective DFT total energy values: -75868.2629, -62952.3704, -100892.1313 eV.
Respective lowest unoccupied orbital energy values: -2.45, -2.55, -0.25 eV.
Respective orbital gap values: 7.46, 7.30, 7.65 eV.